Record 1
Molecular formula: BrCl2OPS2
Method: DFT, ωB97M-V/def2-TZVPD

Output
SMILES ... O=PSCl.ClSBr
Frontier orbital gap ... 8.4 eV
Energy relative to the best compared isomer or geometry (same formula, charge and spin) ... 0.9429 eV
HOMO energy ... -0.346 hartree

Each line ends with the natural charge from an NBO analysis.
Positions of all 7 atoms, in Å:
O: 2.284 1.097 1.302  -0.99
P: 1.404 0.797 0.150  1.16
S: -2.998 -0.666 -0.816  0.16
S: 2.180 -1.089 -0.430  -0.10
Cl: -1.846 0.590 0.299  -0.16
Cl: 3.529 -1.297 0.931  -0.08
Br: -4.553 0.567 -1.436  0.00

Record 2
Molecular formula: C3H4N2O2
Method: DFT, ωB97M-V/def2-TZVPD

Output
SMILES ... O=C1CNN=CO1
Frontier orbital gap ... 10.4 eV
Energy relative to the best compared isomer or geometry (same formula, charge and spin) ... 3.4127 eV
HOMO energy ... -0.354 hartree

Each line ends with the natural charge from an NBO analysis.
Positions of all 11 atoms, in Å:
C: -0.782 0.439 0.444  0.77
C: -0.409 -0.933 0.637  -0.34
C: 1.219 0.740 -0.716  0.27
H: -1.164 -1.569 0.736  0.23
H: 0.373 -0.949 1.489  0.20
H: 0.791 -2.264 -0.211  0.36
H: 1.907 1.490 -0.998  0.21
N: 0.438 -1.380 -0.475  -0.42
N: 1.474 -0.534 -0.731  -0.25
O: -1.799 0.751 1.084  -0.56
O: -0.134 1.150 -0.429  -0.48

Record 3
Molecular formula: C3H8O2S
Method: DFT, ωB97M-V/def2-TZVPD

Output
Frontier orbital gap ... 7.3 eV
Energy relative to the best compared isomer or geometry (same formula, charge and spin) ... 5.8115 eV
HOMO energy ... -0.252 hartree

Each line ends with the natural charge from an NBO analysis.
Positions of all 14 atoms, in Å:
C: -3.191 0.504 1.559  0.52
C: 0.928 -1.724 -0.207  -0.82
C: 1.369 1.179 -0.245  -0.69
O: -0.949 0.057 -0.896  -0.90
O: -3.307 -0.201 0.694  -0.56
S: 0.069 -0.155 0.347  1.11
H: -1.209 1.599 0.844  -0.61
H: 1.144 -1.688 -1.322  0.24
H: 1.882 -1.771 0.244  0.23
H: 0.304 -2.648 0.063  0.25
H: 1.872 1.109 0.705  0.21
H: 1.976 1.120 -1.101  0.23
H: 0.729 2.049 -0.244  0.27
H: -1.617 0.569 -0.441  0.53

Record 4
Molecular formula: C22H26As2N6OS2Ti
Method: DFT, ωB97M-V/def2-TZVPD

Output
Frontier orbital gap (alpha / beta) ... 6.2 / 6.2 eV
HOMO energy (alpha / beta) ... -0.235 / -0.235 hartree

Each line ends with the natural charge from an NBO analysis.
Positions of all 60 atoms, in Å:
Ti: 0.003 -0.421 0.002  1.14
C: -0.782 3.459 4.110  -0.73
S: -1.924 2.158 3.590  0.23
C: -0.958 1.449 2.279  -0.09
S: -0.534 -0.240 2.384  -0.20
N: -0.597 2.213 1.312  -0.33
N: 0.210 1.538 0.397  -0.44
C: 1.374 2.158 0.104  -0.10
C: 2.329 1.328 -0.451  0.08
C: 3.630 1.737 -0.873  -0.20
C: 4.500 0.828 -1.373  -0.20
C: 4.096 -0.536 -1.479  -0.29
C: 2.854 -0.893 -1.068  0.02
N: 1.955 -0.002 -0.540  -0.60
H: -1.259 3.974 4.942  0.23
H: -0.606 4.160 3.299  0.23
H: 0.156 3.023 4.447  0.22
H: 1.561 3.176 0.417  0.21
H: 3.891 2.784 -0.784  0.22
H: 5.488 1.127 -1.694  0.22
H: 4.760 -1.288 -1.881  0.23
H: 2.508 -1.916 -1.150  0.22
C: 0.887 0.885 -3.637  -0.94
As: -0.391 -0.182 -2.643  1.02
C: -0.515 -1.783 -3.732  -0.93
C: -2.083 0.680 -3.033  -0.34
C: -2.350 1.253 -4.273  -0.20
C: -3.578 1.846 -4.521  -0.20
C: -4.549 1.865 -3.529  -0.21
C: -4.290 1.294 -2.293  -0.14
C: -3.057 0.701 -2.036  -0.35
As: -2.627 -0.095 -0.314  1.02
C: -3.829 0.832 0.888  -0.95
C: -3.507 -1.825 -0.457  -0.93
H: 0.714 0.794 -4.709  0.23
H: 1.888 0.524 -3.401  0.25
H: 0.805 1.927 -3.329  0.25
H: -0.771 -1.510 -4.755  0.23
H: -1.285 -2.434 -3.321  0.24
H: 0.435 -2.313 -3.702  0.27
H: -1.597 1.243 -5.052  0.21
H: -3.777 2.294 -5.485  0.22
H: -5.508 2.330 -3.718  0.22
H: -5.056 1.324 -1.528  0.21
H: -4.864 0.631 0.613  0.23
H: -3.625 1.901 0.864  0.26
H: -3.650 0.462 1.896  0.25
H: -4.511 -1.703 -0.863  0.23
H: -3.562 -2.273 0.535  0.24
H: -2.922 -2.478 -1.103  0.24
N: -0.683 -3.694 1.683  -0.79
C: -0.037 -3.512 0.515  0.68
O: -0.047 -2.320 0.009  -0.76
C: 0.586 -4.563 -0.154  -0.52
C: 1.212 -4.300 -1.393  0.33
N: 1.714 -4.035 -2.397  -0.39
C: 0.581 -5.854 0.426  0.30
N: 0.552 -6.865 0.979  -0.35
H: -0.600 -4.574 2.164  0.42
H: -0.959 -2.876 2.205  0.42

Record 5
Molecular formula: C16H24Cl3NO6OsSi2
Method: DFT, ωB97M-V/def2-TZVPD

Output
Frontier orbital gap (alpha / beta) ... 4.7 / 6.2 eV
Expectation value of S² ... 6.032
Total charge ... +2
Multiplicity ... 5
HOMO energy (alpha / beta) ... -0.503 / -0.574 hartree

Each line ends with the natural charge from an NBO analysis.
Positions of all 53 atoms, in Å:
Os: 0.007 1.083 -1.187  0.98
O: 0.615 4.549 -1.707  -0.79
C: -0.175 3.602 0.038  -0.13
O: -0.782 2.849 -1.814  -0.77
C: -1.426 3.094 0.673  0.25
C: -2.395 3.680 1.389  -0.16
C: -3.248 2.819 2.140  -0.09
C: -2.921 1.506 2.304  -0.17
C: -1.809 0.926 1.623  0.03
N: -1.211 1.655 0.620  -0.45
C: -1.121 -0.240 2.022  0.86
O: -1.552 -1.113 2.914  -0.57
O: 0.050 -0.465 1.513  -0.70
H: 0.807 2.879 -2.206  0.00
H: -2.501 4.755 1.421  0.29
H: -4.090 3.250 2.660  0.27
H: -3.481 0.907 3.011  0.24
H: -2.444 -0.936 3.246  0.53
C: -1.714 -1.332 -3.879  -1.12
Si: -0.309 -2.043 -2.845  1.66
C: -0.690 -3.719 -2.124  -1.15
C: 1.465 -1.897 -3.414  -1.14
C: -0.546 -0.725 -1.254  -0.51
Si: 1.392 -1.452 2.101  1.82
C: 1.857 -0.675 3.734  -1.14
C: 0.843 -3.230 2.066  -1.15
C: 2.547 -1.012 0.676  -1.12
H: -2.597 -1.966 -3.799  0.26
H: -1.422 -1.293 -4.929  0.28
H: -1.986 -0.326 -3.564  0.25
H: -0.834 -4.425 -2.946  0.28
H: -1.604 -3.725 -1.529  0.25
H: 0.128 -4.103 -1.516  0.25
H: 1.507 -1.987 -4.502  0.28
H: 2.078 -2.695 -2.996  0.26
H: 1.916 -0.945 -3.144  0.26
H: -1.103 -1.372 -0.565  0.18
H: 1.112 0.054 4.057  0.25
H: 2.815 -0.160 3.665  0.28
H: 1.942 -1.431 4.515  0.28
H: -0.176 -3.335 2.440  0.26
H: 1.485 -3.838 2.706  0.29
H: 0.886 -3.659 1.065  0.26
H: 1.931 -0.528 -0.098  0.21
H: 3.043 -1.873 0.232  0.27
H: 3.315 -0.305 0.991  0.27
Cl: 3.030 2.584 -1.600  0.13
C: 1.495 2.741 -0.752  -0.62
Cl: 0.312 3.333 -1.267  2.07
Cl: 0.503 1.321 -3.442  -0.20
C: 1.852 2.805 0.710  0.80
O: 2.616 2.462 1.482  -0.38
O: 0.592 3.953 1.066  -0.52

Record 6
Molecular formula: C6H5O2
Method: DFT, ωB97M-V/def2-TZVPD

Output
Frontier orbital gap (alpha / beta) ... 7.4 / 7.4 eV
Energy relative to the best compared isomer or geometry (same formula, charge and spin) ... 5.5199 eV
Total charge ... -1
HOMO energy (alpha / beta) ... -0.127 / -0.127 hartree

Each line ends with the natural charge from an NBO analysis.
Positions of all 13 atoms, in Å:
C: 0.746 -1.530 0.825  -0.19
C: 0.362 -1.693 -0.414  -0.15
C: -2.173 1.271 -0.531  -0.55
C: -1.254 0.927 0.320  -0.25
C: 2.038 0.514 -0.094  0.69
C: 0.744 -0.291 -0.004  0.03
O: 2.909 -0.100 -0.725  -0.76
O: 2.132 1.577 0.491  -0.72
H: 1.056 -1.976 1.730  0.21
H: 0.013 -2.281 -1.139  0.20
H: -3.237 1.314 -0.274  0.16
H: -1.949 1.725 -1.571  0.18
H: -1.387 0.544 1.386  0.15